Record 1
Density functional theory data (ωB97M-V/def2-TZVPD) for C28H49CeN2O2P3 as an isolated structure at a distorted geometry.

```
85
Properties=species:S:1:pos:R:3:lowdin_charge:R:1
Ce -1.024 0.933 -0.114 1.237
P 1.920 -1.032 1.052 0.890
P 1.491 2.628 -0.364 0.751
P -1.424 -2.246 -0.570 0.782
H -0.850 2.952 -6.670 0.066
C -1.723 2.343 -6.388 -0.068
C -2.570 2.727 -5.446 -0.105
H -2.408 3.647 -4.886 0.052
C 3.196 -2.287 1.009 -0.183
C 2.662 0.336 1.950 -0.196
C 0.597 -1.715 2.062 -0.206
C 0.844 3.610 -1.776 -0.247
C 1.913 3.950 0.835 -0.242
C 3.158 2.209 -1.037 -0.229
C -2.544 -2.266 -2.007 -0.247
C -2.252 -3.568 0.401 -0.248
C -0.033 -3.192 -1.323 -0.246
H -1.976 1.507 -7.053 0.066
H -3.524 2.208 -5.392 0.059
H 3.453 -2.553 2.046 0.089
H 4.083 -1.871 0.516 0.084
H 2.856 -3.181 0.475 0.068
H 3.356 -0.029 2.724 0.096
H 1.868 0.887 2.460 0.024
H 3.194 1.024 1.282 0.036
H 0.962 -1.909 3.086 0.086
H 0.252 -2.674 1.652 0.047
H -0.263 -1.044 2.148 0.025
H 1.463 4.510 -1.880 0.077
H -0.198 3.912 -1.598 0.055
H 0.893 3.023 -2.703 0.056
H 2.984 4.178 0.759 0.059
H 1.694 3.625 1.860 0.017
H 1.335 4.860 0.628 0.065
H 3.885 2.990 -0.780 0.067
H 3.106 2.146 -2.131 0.062
H 3.550 1.253 -0.668 0.022
H -3.028 -3.243 -2.129 0.069
H -1.984 -2.012 -2.912 0.031
H -3.304 -1.496 -1.832 0.053
H -2.900 -4.173 -0.248 0.060
H -2.875 -3.063 1.151 0.045
H -1.531 -4.221 0.908 0.052
H -0.380 -4.124 -1.795 0.081
H 0.710 -3.432 -0.555 0.013
H 0.434 -2.563 -2.090 0.047
C -0.441 0.326 -3.434 -0.406
C 0.653 -0.062 -4.218 -0.021
C 0.359 -0.912 -5.260 -0.063
C -0.970 -1.211 -5.582 -0.082
C -2.045 -0.597 -4.949 -0.113
C -1.782 0.263 -3.898 -0.089
O -0.190 0.528 -2.144 -0.406
H 1.594 -0.744 -0.318 0.066
H 1.641 0.197 -3.857 0.112
H 1.158 -1.423 -5.795 0.119
H -1.173 -2.020 -6.318 0.128
H -3.068 -0.809 -5.276 0.132
H -2.496 0.919 -3.401 0.108
C -2.725 0.875 6.433 0.053
N -3.121 0.865 5.053 -0.053
N -2.198 0.869 4.092 0.058
C -2.826 0.984 2.875 -0.330
O -2.204 0.913 1.750 -0.303
C -4.212 1.089 3.171 0.105
C -4.343 1.017 4.544 -0.220
C -5.520 1.076 5.429 0.013
C -0.800 0.829 4.408 -0.201
C -0.306 -0.275 5.119 -0.042
C 0.995 -0.199 5.622 -0.042
C 1.768 0.944 5.380 -0.050
C 1.273 2.016 4.624 -0.069
C -0.008 1.932 4.075 -0.013
H -2.145 -0.009 6.672 0.094
H -3.647 0.857 6.995 0.100
H -2.159 1.773 6.677 0.127
H -4.990 1.186 2.419 0.138
H -5.598 0.218 6.111 0.110
H -5.525 1.971 6.065 0.114
H -6.421 1.093 4.810 0.105
H -0.932 -1.164 5.254 0.139
H 1.417 -1.063 6.142 0.129
H 2.779 0.971 5.781 0.125
H 1.906 2.875 4.422 0.121
H -0.413 2.718 3.423 0.131
```

Total charge ... +3
Frontier orbital gap (alpha / beta) ... 5.6 / 5.6 eV
LUMO (alpha / beta) ... -8.968 / -8.902 eV
Energy above the lowest of the compared OMol25 structures with the same formula, charge and spin ... 0.0 kcal/mol
⟨S²⟩ ... 0.7512
2S+1 ... 2

---

Record 2
Density functional theory data (ωB97M-V/def2-TZVPD) for C21H19Fe2O5 as an isolated structure at a distorted geometry.

```
47
Properties=species:S:1:pos:R:3:lowdin_charge:R:1
C 1.494 -1.239 2.562 -0.016
C 1.735 -0.736 1.192 -0.201
C 3.139 -0.343 0.762 -0.079
C 0.745 -0.964 0.175 -0.113
Fe -0.662 0.518 0.012 0.122
C -1.457 0.009 1.564 -0.024
O -1.939 -0.586 2.462 0.169
C -1.620 -0.654 -1.046 -0.007
O -2.114 -1.614 -1.517 0.178
C 0.637 1.896 -0.721 -0.109
C 0.208 2.254 0.594 -0.110
C -1.216 2.361 0.584 -0.125
C -1.671 2.078 -0.736 -0.117
C -0.521 1.797 -1.551 -0.105
H 0.628 -1.913 2.619 0.097
H 2.380 -1.780 2.932 0.097
H 1.286 -0.460 3.309 0.115
H 3.032 0.391 -0.065 0.108
H 3.642 0.103 1.644 0.126
H 1.142 -0.946 -0.867 0.111
H 0.089 -1.847 0.329 0.106
H 1.661 1.834 -1.054 0.125
H 0.854 2.484 1.434 0.136
H -1.843 2.680 1.411 0.143
H -2.701 2.142 -1.073 0.142
H -0.519 1.635 -2.618 0.137
O 8.345 -5.046 -2.978 0.188
C 7.648 -4.299 -2.454 -0.042
Fe 6.248 -3.423 -1.607 0.138
C 5.081 -3.639 -2.908 -0.146
O 4.299 -3.954 -3.692 0.165
C 5.701 -4.987 -1.058 -0.130
O 5.333 -6.047 -0.732 0.165
C 4.190 -1.481 0.219 -0.226
C 4.973 -2.154 1.292 -0.088
C 6.212 -2.753 1.263 -0.062
C 7.150 -3.083 0.145 -0.241
C 7.492 -2.009 -0.743 -0.168
C 6.447 -1.240 -1.229 -0.123
C 5.101 -1.600 -1.084 -0.143
H 3.338 -2.115 -0.092 0.122
H 4.442 -2.212 2.266 0.093
H 6.610 -3.169 2.227 0.120
H 7.991 -3.778 0.390 0.129
H 8.528 -1.911 -1.062 0.129
H 6.725 -0.415 -1.873 0.122
H 4.465 -1.307 -1.915 0.092
```

Total charge ... +1
Frontier orbital gap ... 5.9 eV
LUMO ... -4.490 eV
Energy above the lowest of the compared OMol25 structures with the same formula, charge and spin ... 11.5 kcal/mol

---

Record 3
Density functional theory data (ωB97M-V/def2-TZVPD) for C15H44Ag3N7O6 as an isolated structure at a distorted geometry.

```
75
Properties=species:S:1:pos:R:3:lowdin_charge:R:1
Ag -2.588 3.255 0.090 0.837
Ag 0.475 3.979 -1.376 0.833
Ag -1.393 1.504 -3.256 0.776
C -0.428 0.764 -0.307 -0.290
O -0.717 2.026 -0.844 -0.542
H -0.305 -0.054 -1.030 0.053
H 0.400 0.735 0.399 0.043
H -1.295 0.343 0.224 0.056
C -2.477 -1.462 -4.991 -0.052
C -1.954 -1.524 -3.542 -0.357
C -0.399 -1.433 -3.513 -0.205
O 0.107 -0.223 -4.021 -0.261
C 1.525 -0.080 -4.012 -0.067
N -2.742 -0.444 -2.846 0.002
H -3.348 -2.093 -5.147 0.087
H -1.654 -1.733 -5.657 0.086
H -2.702 -0.460 -5.364 0.073
H -2.173 -2.479 -3.064 0.145
H 0.009 -2.313 -4.015 0.144
H -0.092 -1.508 -2.460 0.106
H 2.023 -0.120 -3.044 0.067
H 1.793 0.904 -4.400 0.096
H 1.927 -0.799 -4.724 0.108
H -2.609 -0.449 -1.833 0.042
H -3.729 -0.668 -2.904 0.084
C 3.497 -2.370 -2.467 -0.072
C 4.197 -1.278 -1.650 -0.436
C 3.421 -0.832 -0.388 -0.221
O 4.217 0.168 0.181 -0.190
C 3.919 0.511 1.539 -0.067
N 5.552 -1.683 -1.361 0.052
H 3.599 -3.425 -2.187 0.084
H 3.836 -2.427 -3.501 0.085
H 2.412 -2.258 -2.362 0.048
H 4.223 -0.421 -2.332 0.127
H 3.373 -1.725 0.253 0.128
H 2.376 -0.547 -0.579 0.102
H 2.823 0.489 1.574 0.051
H 4.256 1.504 1.816 0.096
H 4.306 -0.252 2.216 0.090
H 5.679 -2.603 -0.945 0.084
H 5.896 -1.115 -0.587 0.074
C -1.627 0.071 4.540 -0.055
C -1.515 -0.143 3.015 -0.422
C -0.300 -1.058 2.770 -0.171
O 0.786 -0.455 3.490 -0.246
C 1.922 -1.312 3.474 -0.091
N -2.818 -0.780 2.700 0.048
H -2.465 0.753 4.718 0.077
H -0.785 0.643 4.927 0.070
H -1.779 -0.859 5.079 0.098
H -1.382 0.829 2.535 0.098
H -0.063 -1.088 1.704 0.106
H -0.457 -2.063 3.160 0.135
H 2.738 -0.819 3.990 0.097
H 2.199 -1.678 2.478 0.075
H 1.640 -2.257 3.955 0.099
H -3.550 -0.310 3.220 0.059
H -3.060 -0.593 1.727 0.037
C -5.209 0.842 0.074 -0.649
O -4.065 0.622 -0.370 -0.050
N -6.301 0.548 -0.694 0.181
N -5.498 1.453 1.251 0.175
H -6.083 0.289 -1.640 0.111
H -7.226 0.848 -0.457 0.113
H -6.435 1.748 1.442 0.115
H -4.687 1.834 1.709 0.090
C 1.509 3.502 2.552 -0.649
O 1.755 4.140 1.520 -0.033
N 1.619 3.922 3.837 0.183
N 0.930 2.254 2.435 0.160
H 1.313 3.311 4.567 0.105
H 1.825 4.883 4.046 0.120
H 0.964 1.571 3.181 0.080
H 0.867 1.949 1.485 0.036
```

Total charge ... +2
Frontier orbital gap ... 4.7 eV
LUMO ... -8.210 eV

---

Record 4
Density functional theory data (ωB97M-V/def2-TZVPD) for a 2-piece molecular cluster, C3H12NOS2 overall at a distorted geometry.

```
19
Properties=species:S:1:pos:R:3:lowdin_charge:R:1
C 0.010 2.455 0.306 -0.230
O -0.907 3.147 1.161 -0.037
C -0.814 1.532 -0.634 -0.139
N 0.021 1.064 -1.783 0.178
H 0.812 1.821 0.845 0.137
H 0.537 3.223 -0.263 0.125
H -1.096 2.565 1.913 0.102
H -1.237 0.620 -0.153 0.109
H -1.634 2.141 -1.071 0.150
H 0.650 0.304 -1.511 0.059
H 0.556 1.785 -2.187 0.149
H -0.600 0.625 -2.456 0.166
C 0.274 -0.968 1.878 -0.439
S 1.148 -1.337 0.312 0.420
S -0.390 -2.263 -0.767 0.358
H -0.580 -0.356 1.688 -0.001
H 0.942 -0.443 2.523 0.032
H -0.041 -1.893 2.370 0.051
H -0.145 -3.531 -0.525 -0.191
```

Total charge ... +1
Frontier orbital gap ... 10.0 eV
LUMO ... -3.362 eV
Energy above the lowest of the compared OMol25 structures with the same formula, charge and spin ... 26.4 kcal/mol

---

Record 5
Density functional theory data (ωB97M-V/def2-TZVPD) for C4H10N2 as an isolated structure at a distorted geometry.

```
16
Properties=species:S:1:pos:R:3:lowdin_charge:R:1
C -1.686 -0.295 0.046 -0.203
C 1.347 -1.433 0.229 -0.076
C 0.869 -0.081 -0.076 -0.222
N -2.732 0.637 0.184 -0.054
N 2.153 1.413 -0.230 -0.023
C -0.058 0.751 -0.224 -0.023
H -3.330 0.744 -0.625 0.074
H -2.690 1.202 1.023 0.079
H 2.419 1.405 -1.216 -0.013
H 2.957 1.080 0.304 -0.017
H -1.780 -0.912 -0.843 0.082
H -1.552 -0.897 0.941 0.074
H -0.358 1.758 -0.436 0.075
H 2.065 -1.760 -0.528 0.083
H 1.849 -1.455 1.200 0.085
H 0.527 -2.157 0.250 0.078
```

Total charge ... 0
Frontier orbital gap ... 8.3 eV
LUMO ... 0.991 eV
Energy above the lowest of the compared OMol25 structures with the same formula, charge and spin ... 119.5 kcal/mol

---

Record 6
Density functional theory data (ωB97M-V/def2-TZVPD) for C2H3FOS in the gas phase at a distorted geometry.

```
8
Properties=species:S:1:pos:R:3:lowdin_charge:R:1
O 0.897 -0.649 0.689 -0.054
C 0.570 0.089 -0.381 -0.892
S 1.297 0.442 -1.778 0.742
C -0.900 0.276 0.067 -0.177
F -1.804 0.946 -0.811 -0.056
H 1.768 -1.138 0.705 0.157
H -1.147 -0.729 0.378 0.113
H -0.681 0.762 1.131 0.166
```

Total charge ... 0
Frontier orbital gap ... 9.5 eV
LUMO ... 0.163 eV
SMILES ... OC(=S)CF
Energy above the lowest of the compared OMol25 structures with the same formula, charge and spin ... 34.5 kcal/mol

---

The records above give, respectively, total energy values of -2854.57344; -3714.82987; -1872.91636; -1047.60597; -267.73493; -651.24774 Eh.